Here is C24H23Cl2FN2O in the gas phase from the OMol25 dataset. Energies are from wB97M-V/def2-TZVPD.

Computed properties:
HOMO level (eV): -9.025
Molar mass (g mol⁻¹): 445.36
Orbital gap (hartree): 0.3543
Spin multiplicity: 1
ΔE to the lowest compared entry with this formula, charge and spin (eV): 0.000
SMILES string: Cc1ccc([C@H](NC(=O)N(Cc2ccccc2)Cc2ccccc2)C(Cl)Cl)cc1F

Each line ends with the Löwdin charge.
Atoms and positions in Å:
H -5.703334 -2.597872 2.662093  0.077
C 0.414437 4.234600 0.484074  -0.091
C 5.170940 -0.734922 -0.509423  -0.050
H 0.444960 5.108420 -0.148493  0.106
Cl -1.059942 2.706008 -2.324009  0.662
C 1.948569 0.770372 0.579906  -0.098
C -2.739785 -0.555948 -0.547050  -0.216
H -1.050776 3.080387 3.299192  0.104
H 2.312399 -2.264269 -1.432738  0.117
C 5.270367 -3.079529 -0.014384  -0.094
H 2.845849 0.126439 -2.600591  0.131
C 1.179320 3.128036 0.163206  -0.060
C -3.899782 -1.062063 1.503124  -0.025
H 6.857293 -1.699815 0.383966  0.101
H 0.305054 1.108268 2.725581  0.116
C -1.727117 0.258404 -1.316495  -0.369
H 3.710975 1.208554 -1.479446  0.127
H -0.368562 0.621983 0.219379  0.094
H 1.798687 3.136121 -0.720610  0.115
H 5.636371 0.241324 -0.505166  0.109
C 0.335432 1.986578 2.094314  -0.065
H -2.416759 0.456190 1.317376  0.104
C -4.388285 -2.282671 -0.464113  -0.221
C 3.891658 -0.885819 -1.024847  -0.214
C 3.115700 0.291939 -1.553670  -0.104
H 3.003235 0.953311 0.805475  0.138
H -5.406440 -3.940604 1.543794  0.087
H -2.297911 2.172836 -0.411509  0.064
C -5.653947 -2.882255 1.614884  -0.033
C -4.636136 -2.063903 0.886829  -0.210
H -6.635961 -2.746929 1.163235  0.088
N -0.431800 0.195069 -0.690565  0.126
O 0.659891 -0.167680 -2.645587  0.047
C 0.702264 0.156964 -1.475595  -0.552
H -0.994532 5.081700 1.856322  0.103
C -0.426668 3.096301 2.417665  -0.085
C -3.462063 -1.554638 -1.183702  0.046
C -0.393395 4.219786 1.609071  -0.086
C -2.967660 -0.317365 0.802370  -0.034
C 3.306681 -2.146927 -1.027052  -0.027
H 5.806692 -3.931561 0.376492  0.100
C 5.859794 -1.827724 -0.010445  -0.087
N 1.866066 0.471717 -0.836051  -0.046
C 1.141697 1.990515 0.960794  -0.235
H 1.633412 -0.094483 1.180336  0.137
H -3.313705 -1.770159 -2.229874  0.132
C -2.208380 1.718686 -1.401856  -1.011
Cl -3.809305 1.787286 -2.161294  0.631
H 3.529546 -4.213458 -0.531946  0.103
F -5.082050 -3.250741 -1.100032  0.071
C 3.991437 -3.237129 -0.523849  -0.078
H -1.600870 -0.138047 -2.330623  0.143
H -4.063564 -0.861289 2.551545  0.113

Forces on atoms 1 to 2 (eV/Å):
H -0.01 0.01 0.06
C 0.09 0.02 0.00

=====

Here is a molecular structure, C24H23Cl2N6O4PtS in a non-equilibrium geometry from the OMol25 dataset. Energies are from wB97M-V/def2-TZVPD.

Computed properties:
HOMO level (alpha / beta) (eV): -2.872 / -2.875
Molar mass (g mol⁻¹): 757.54
Orbital gap (alpha / beta) (hartree): 0.1797 / 0.1799
Total charge: -1
Spin multiplicity: 1

Each line ends with the Löwdin charge.
Atoms and positions in Å:
H -2.658200 -1.558500 0.779300  0.118
H -0.919600 4.265300 -0.748300  0.087
N 3.649300 2.182000 -0.574900  -0.040
N -1.883800 0.113800 -0.093100  -0.034
H -5.501600 1.273600 -0.754500  0.100
O -0.988100 -0.806400 2.577800  -0.193
C -0.653800 -6.998300 -1.480100  -0.092
H -3.605000 2.688300 -1.477800  0.099
C -0.676800 -5.772700 -3.537900  -0.095
H 4.409100 1.687300 -0.126000  0.106
H 1.574500 -5.858300 0.574300  0.094
N 0.194800 1.581200 -0.455800  -0.170
C -4.221900 -0.230100 0.121100  -0.052
C 0.057300 -6.912400 1.395500  -0.295
H -1.473100 -9.072700 4.243300  0.097
C 2.436900 1.565200 -0.394200  -0.762
H 0.990500 -8.904000 3.998000  0.099
C 1.468400 -3.867500 -1.103700  -0.047
H 0.061400 3.579400 -2.042400  0.066
C 0.326300 -8.381400 3.328100  -0.122
S 2.506000 -0.132600 0.024500  0.638
C 3.739700 3.624400 -0.577400  -0.272
H -1.009800 -5.664600 -4.559300  0.093
N 1.345900 2.232700 -0.593100  0.002
C -1.049100 -8.463100 3.464400  -0.100
Cl -2.380000 -5.941300 0.686700  0.773
N 0.633700 -6.182000 0.398400  0.071
C -4.479400 0.978900 -0.558200  -0.079
C 5.024800 4.088200 -1.252800  -0.100
O 0.272000 -2.396300 0.357100  -0.162
H 5.064800 5.174500 -1.266900  0.064
O 0.231600 -1.939800 -1.806500  -0.067
Cl 2.584100 -7.491300 2.160900  0.702
C -0.950800 2.131000 -0.886900  -0.253
H 2.230800 -3.557000 -1.822200  0.127
C 0.857500 -7.615300 2.311800  -0.578
H -1.707900 3.650100 -2.209700  0.064
C 0.579500 -2.626900 -0.839300  -0.757
H 5.069000 3.730600 -2.277500  0.069
C 0.610500 -4.947100 -1.671100  -0.156
C 0.179600 -4.838600 -2.986000  -0.031
H 0.499900 -3.975000 -3.548300  0.115
C -0.888300 3.490600 -1.516500  -0.028
C -1.872700 -7.732800 2.624600  -0.114
C -1.329900 -6.957100 1.617400  -0.569
C 0.172200 -6.034500 -0.907000  -0.240
C -1.093000 -6.856300 -2.781700  -0.103
H 2.869000 3.987300 -1.126200  0.101
H 5.892100 3.705000 -0.720400  0.064
H -5.025500 -0.845400 0.491200  0.096
Pt 0.130400 -0.271200 0.112000  1.051
H 1.938800 -4.129500 -0.157600  0.103
C -2.912500 -0.624200 0.291900  -0.117
N -0.356200 0.107300 3.087600  -0.347
H -2.942700 -7.725200 2.754700  0.099
O 0.379400 0.822500 2.412300  -0.234
H -0.935100 -7.863300 -0.896500  0.104
H -1.762600 -7.594600 -3.198900  0.095
H 3.682500 4.032100 0.443500  0.118
C -3.433100 1.763600 -0.947300  -0.021
C -2.101300 1.365100 -0.661700  -0.186

Forces on atoms 1 to 2 (eV/Å):
H 0.08 0.08 -0.03
H 0.01 0.10 -0.02

=====

Here is a molecular structure, C24H23ClN4O2PtSe3 in a non-equilibrium geometry from the OMol25 dataset. Energies are from wB97M-V/def2-TZVPD.

Computed properties:
HOMO level (eV): -13.869
Molar mass (g mol⁻¹): 866.88
Orbital gap (hartree): 0.2393
Total charge: +2
Spin multiplicity: 1
ΔE to the lowest compared entry with this formula, charge and spin (eV): 0.015

Each line ends with the Löwdin charge.
Atoms and positions in Å:
H 4.217056 1.354770 0.635839  0.150
C -2.975477 -1.018941 -1.253784  -0.035
C 2.077449 0.422769 4.736849  -0.042
N 0.585826 -1.101671 -0.294657  0.001
C 3.123448 1.339963 0.743584  -0.155
C 1.025028 -1.653497 0.818529  -0.071
C -3.293796 -4.641299 -0.501115  -0.167
N -3.438079 -5.775379 -0.614916  0.206
H -1.865898 4.584682 -1.683515  0.092
C -3.293808 -2.358131 -1.395319  -0.047
C 0.181109 -1.998841 -1.275571  -0.434
C -2.426750 -0.546283 -0.063382  -0.290
Se -0.674110 -3.091794 -3.341013  1.253
C 1.050241 0.657150 3.845282  0.014
O 2.453039 1.652344 -0.241448  -0.125
H -2.007160 1.213991 1.088849  0.067
H 0.977383 5.355506 0.089894  0.058
N -0.279818 -1.615047 -2.437463  -0.228
Pt 0.112098 1.018367 -0.274905  0.996
C -0.946220 4.014365 -1.795415  -0.428
C -2.545491 -2.762512 0.875032  -0.001
C 0.133331 0.662470 -4.230135  -0.319
H -2.402838 -3.450136 1.697906  0.136
C -1.120187 2.864740 -2.776122  -0.464
C 0.252518 -3.427596 -1.065895  -0.375
H -2.471530 1.516123 -0.647457  0.056
H -0.142730 4.685343 -2.091248  0.085
Cl 4.678830 0.131848 5.423411  0.743
H 1.543759 -3.337068 2.042463  0.129
C 1.304176 0.952486 2.500614  -0.355
C 0.753082 -3.948069 0.155562  0.058
H -3.163544 -0.334633 -2.073388  0.124
H 0.152815 1.391497 -5.039059  0.052
H -1.210769 3.219487 -3.801559  0.099
Se 0.454063 1.710803 -2.632514  1.037
C -2.246738 -1.422966 1.011824  -0.023
C -1.989731 0.851236 0.064364  -0.178
H 0.795958 -5.018623 0.310098  0.146
Se -0.476399 3.379666 0.017407  1.107
C 3.682607 0.745628 2.999366  -0.038
H -1.991740 2.259780 -2.539967  0.062
H -1.857670 -1.044454 1.950322  0.127
C 1.147856 -3.040811 1.081513  0.005
H -3.729164 -2.731814 -2.312257  0.125
C 1.218958 4.299513 0.196961  -0.280
H 1.326868 -0.986207 1.605303  0.093
H 4.712691 0.783676 2.665726  0.125
C 2.652691 1.006119 2.071723  -0.146
C 3.407006 0.454828 4.312173  -0.658
H 0.953067 -0.039022 -4.333543  0.037
H 0.021668 0.628752 4.179676  0.132
C -3.047574 -3.233830 -0.341025  -0.216
H 1.581965 4.099979 1.201619  0.050
N -0.157720 -4.180594 -2.068954  -0.173
H 1.924382 3.964994 -0.556779  0.041
H 1.855353 0.205459 5.773593  0.126
O 0.216613 1.178514 1.747458  -0.308
H -0.817997 0.152372 -4.160545  0.022

Forces on atoms 1 to 2 (eV/Å):
H -0.01 0.04 -0.02
C -0.10 -0.01 0.08

=====

Here is a molecular structure, C24H23F19I2N2O8P in a non-equilibrium geometry from the OMol25 dataset. Energies are from wB97M-V/def2-TZVPD.

Computed properties:
HOMO level (eV): -11.880
Molar mass (g mol⁻¹): 1113.20
Orbital gap (hartree): 0.2009
Total charge: +1
Spin multiplicity: 1

Each line ends with the Löwdin charge.
Atoms and positions in Å:
F -6.750758 1.967284 -1.804666  0.031
F -4.965478 0.803536 -3.515025  0.038
H -8.167791 7.237694 0.263311  0.164
C 1.329396 -4.882243 -0.122616  -0.075
F 3.562940 -3.465793 -3.105371  0.020
F -5.166444 2.929627 -0.304245  0.038
I 5.667634 -0.999613 -1.925769  0.899
F 2.295841 -5.670692 -2.296474  0.053
H 4.120850 -5.115849 3.143437  0.137
H 0.463482 -1.549708 -2.146847  0.176
H 0.187224 0.056675 -3.849220  0.129
C 2.963240 -3.323108 -1.730403  -0.157
C -7.154587 7.011684 0.617651  -0.351
H -0.409531 1.832860 -4.046252  0.162
C 0.720755 1.572864 -2.084574  -0.127
H 0.156910 2.286427 -1.347658  0.129
C -0.268191 0.963704 -3.240118  -0.072
H 3.511657 -8.696004 3.849549  0.093
F 4.020327 -3.788359 -0.752869  0.032
N 5.074219 1.839314 0.499907  -0.184
F -2.386946 2.395366 -1.094737  0.024
O 5.931759 -5.272918 6.500532  0.146
H -5.136490 6.990610 -0.211762  0.139
C 1.566731 0.461445 -1.230467  -0.349
C 3.165402 0.606754 -1.553798  -0.850
F -2.301984 -0.410793 -3.783087  0.003
H 4.391816 1.286919 1.101713  0.033
N 2.589958 -1.889618 -1.490482  0.003
C -5.354840 2.542405 -1.741123  -0.124
O 1.846406 1.654714 2.450326  0.016
H 2.691367 -6.815058 5.275290  0.165
H 3.621544 -0.820779 0.212939  0.133
C 3.506367 -6.659591 4.557777  -0.349
H 1.538295 -0.422382 0.874209  0.124
C 3.645678 -0.890054 -0.967862  -0.606
F 2.168256 -2.858854 1.337245  0.025
I 3.667135 0.345886 -3.713301  0.933
F -4.562865 0.209484 -1.240490  0.035
F -5.379794 3.719082 -2.665476  0.045
F 0.490560 -4.327428 2.179791  0.045
C 0.963506 -3.663130 0.907288  -0.109
H -7.751678 5.301468 1.786940  0.092
P 4.132305 2.158337 -1.008713  0.856
C 1.415138 1.833790 1.171191  -0.164
O -5.990904 8.843836 -0.060261  0.064
C 1.756511 -4.420810 -1.636804  -0.093
F 1.384503 3.233255 0.688576  -0.015
C -6.113398 7.464331 -0.360845  -0.120
H -0.134949 0.328756 0.441316  0.160
H 4.246862 -7.559901 2.731577  0.091
O 4.733882 -6.777715 5.258422  0.092
H -6.046739 5.308369 1.369507  0.087
H -6.424608 7.321161 -1.399005  0.143
F 2.323984 -5.865945 0.448236  0.050
C -7.045142 5.546102 0.986644  -0.024
H 5.197953 2.812726 0.911729  0.065
F 0.525083 -4.087488 -2.388245  0.056
H 2.553692 -4.814638 3.938012  0.128
F -2.717674 2.795682 -3.502252  0.034
C 1.024887 0.490071 0.318567  -0.021
C -4.357373 1.328136 -2.235068  -0.076
C -2.783234 1.761074 -2.403142  -0.081
F 0.060291 -5.687041 -0.279958  0.051
C -6.330707 8.982815 1.256896  -0.503
O 5.239250 2.472580 -2.362258  -0.475
F -1.686319 -0.345847 -1.479624  -0.021
H 5.447230 3.451687 -2.408027  0.075
O 4.244659 -4.582379 5.115113  0.063
H 2.476256 -7.601795 2.901632  0.083
C 5.048787 -5.522222 5.697998  -0.501
O -6.153767 9.995416 1.912016  0.141
C 3.423237 -7.682792 3.443230  -0.020
H -7.252712 4.904664 0.125171  0.081
H 1.513556 2.259702 -2.654962  0.118
C -1.756559 0.514201 -2.719972  -0.162
C 1.462437 -1.140127 -1.696338  0.115
C 3.550774 -5.242821 4.070733  -0.127
F -0.177742 -2.803531 0.473201  0.053
O -6.891329 7.834532 1.742491  0.087

Forces on atoms 1 to 2 (eV/Å):
F 4.94 2.06 0.26
F 2.51 1.99 4.16

=====

Q: molar mass of number 1 (C24H23Cl2FN2O)?
A: 445.36 g mol⁻¹